1.
122
Properties=species:S:1:pos:R:3:mulliken_charge:R:1 method="wB97M-V/def2-TZVPD" gap_ev=7.786 total_charge=+1 e_homo_ev=-11.181 max_force_ev_per_a=14.328
O 0.627 1.277 3.506 -0.538
C 1.542 2.075 3.916 0.134
O 1.921 3.331 3.316 0.001
C 1.998 3.247 1.856 -0.581
C 3.513 2.932 1.298 -0.489
C 3.619 1.348 0.965 0.101
N 4.572 0.397 1.583 -0.175
C 4.339 -0.953 1.032 0.191
N 5.014 -2.079 1.343 -0.056
C 6.168 -2.173 2.296 -0.784
C 5.809 -1.804 3.838 -0.457
C 6.604 -0.411 4.202 -0.587
S 5.934 0.323 5.810 0.954
O 6.873 1.442 6.211 -0.571
O 5.916 -0.839 6.823 -0.589
O 4.374 0.864 5.438 -0.363
N 3.211 -0.837 0.069 -0.328
Cl 2.475 -2.105 -0.849 0.081
N 2.847 0.502 0.044 0.570
C 1.741 1.025 -0.866 -0.122
O 2.211 0.848 -2.239 -0.172
O 3.545 1.050 -2.319 -0.367
H 2.088 1.785 4.906 0.309
H 1.232 2.539 1.363 0.303
H 1.743 4.319 1.456 0.253
H 3.701 3.539 0.325 0.342
H 4.270 3.168 2.134 0.290
H 4.705 -2.966 0.880 0.280
H 6.648 -3.235 2.287 0.382
H 6.960 -1.391 1.944 0.323
H 6.300 -2.615 4.526 0.225
H 4.679 -1.752 4.065 0.405
H 6.510 0.354 3.345 0.370
H 7.735 -0.677 4.297 0.302
H 3.767 0.092 5.594 0.376
H 0.740 0.499 -0.636 0.430
H 1.629 2.181 -0.708 0.046
H 3.884 0.163 -2.641 0.336
C 11.581 -2.977 6.198 -1.196
C 10.277 -2.455 6.791 -0.320
C 9.139 -3.476 6.718 -0.295
C 8.860 -3.830 5.278 0.276
N 8.637 -4.111 4.127 -0.536
H 11.479 -3.201 5.132 0.350
H 12.371 -2.228 6.298 0.350
H 11.909 -3.888 6.711 0.299
H 9.988 -1.540 6.263 0.201
H 10.446 -2.183 7.837 0.338
H 8.232 -3.060 7.167 0.238
H 9.403 -4.386 7.266 0.352
C -0.573 -3.569 -2.518 -0.782
C -1.998 -3.320 -2.040 -0.393
C -2.685 -2.186 -2.801 -0.456
C -1.909 -0.908 -2.599 0.305
N -1.288 0.112 -2.431 -0.501
H 0.065 -2.695 -2.354 0.088
H -0.128 -4.403 -1.968 0.358
H -0.553 -3.816 -3.585 0.294
H -1.979 -3.090 -0.969 0.282
H -2.581 -4.239 -2.161 0.244
H -3.707 -2.050 -2.435 0.303
H -2.737 -2.413 -3.870 0.313
C -2.011 -7.818 -2.056 -0.883
C -1.659 -8.900 -3.071 -0.461
C -0.201 -8.832 -3.531 -0.408
C 0.066 -7.502 -4.192 0.303
N 0.279 -6.439 -4.719 -0.489
H -1.902 -6.815 -2.480 0.095
H -3.051 -7.922 -1.735 0.345
H -1.373 -7.889 -1.169 0.310
H -2.326 -8.805 -3.936 0.298
H -1.848 -9.881 -2.625 0.313
H 0.005 -9.634 -4.246 0.296
H 0.476 -8.954 -2.681 0.282
C -3.829 3.593 -2.615 -1.157
C -3.778 2.843 -1.288 0.093
C -3.337 3.728 -0.120 -0.510
C -1.949 4.263 -0.377 0.261
N -0.840 4.689 -0.583 -0.557
H -2.842 3.963 -2.907 0.437
H -4.175 2.929 -3.412 0.255
H -4.514 4.445 -2.558 0.267
H -3.095 1.993 -1.387 -0.048
H -4.770 2.435 -1.072 0.262
H -3.331 3.150 0.809 0.324
H -4.028 4.567 0.009 0.371
C -9.040 1.482 -5.015 -1.068
C -8.719 2.753 -4.237 -0.690
C -7.218 2.950 -4.011 -0.295
C -6.665 1.794 -3.215 0.342
N -6.224 0.869 -2.579 -0.597
H -8.723 0.586 -4.473 0.462
H -10.117 1.398 -5.178 0.182
H -8.547 1.485 -5.993 0.316
H -9.239 2.720 -3.273 0.330
H -9.114 3.614 -4.786 0.385
H -7.040 3.880 -3.463 0.292
H -6.690 3.013 -4.967 0.338
C -11.593 -0.777 -7.634 -0.874
C -12.884 0.029 -7.733 -0.445
C -12.704 1.353 -8.479 -0.413
C -11.698 2.215 -7.755 0.308
N -10.895 2.902 -7.177 -0.469
H -10.826 -0.243 -7.066 0.131
H -11.775 -1.725 -7.121 0.324
H -11.193 -1.000 -8.629 0.304
H -13.261 0.221 -6.722 0.281
H -13.640 -0.572 -8.249 0.315
H -13.657 1.886 -8.535 0.284
H -12.355 1.174 -9.500 0.281
C 4.745 7.210 5.270 -1.025
C 3.541 7.368 6.193 -0.442
C 3.055 6.036 6.769 -0.483
C 2.636 5.115 5.649 0.361
N 2.300 4.373 4.747 -0.425
H 4.506 6.601 4.394 0.253
H 5.075 8.187 4.906 0.321
H 5.584 6.742 5.796 0.300
H 2.729 7.850 5.637 0.295
H 3.809 8.037 7.016 0.316
H 2.201 6.204 7.433 0.288
H 3.848 5.557 7.351 0.280

=====

2.
119
Properties=species:S:1:pos:R:3:mulliken_charge:R:1 method="wB97M-V/def2-TZVPD" gap_ev=6.547 total_charge=-1 e_homo_ev=-4.375 max_force_ev_per_a=2.751 de_lowest_kcal_mol=66.6
Y 0.803 0.331 -0.498 -0.306
C -0.683 -2.478 -4.399 -1.353
C -0.024 -2.219 -3.069 0.084
N -0.523 -1.364 -2.241 0.535
N -1.724 -0.806 -2.590 -0.783
C -1.797 0.435 -2.880 0.148
S -0.545 1.583 -2.929 -0.317
S -3.474 0.933 -3.333 -0.211
C -3.771 -0.204 -4.731 -0.932
C -3.120 0.217 -6.018 0.549
C -2.328 1.351 -6.114 0.068
C -1.751 1.708 -7.319 -0.983
C -1.967 0.942 -8.449 -0.302
C -2.766 -0.187 -8.367 -0.598
C -3.334 -0.548 -7.160 -0.475
C 1.243 -2.887 -2.806 -0.235
C 1.440 -4.219 -3.167 0.062
C 2.669 -4.828 -3.025 -1.221
C 3.746 -4.078 -2.556 -0.373
C 3.589 -2.759 -2.218 -0.437
C 2.331 -2.102 -2.295 1.193
O 2.204 -0.870 -1.977 -1.089
H -0.802 -1.526 -4.917 0.243
H -1.676 -2.905 -4.251 0.169
H -0.081 -3.143 -5.011 0.540
H -4.857 -0.230 -4.847 0.542
H -3.436 -1.193 -4.416 0.123
H -2.152 1.960 -5.242 0.431
H -1.135 2.594 -7.370 0.399
H -1.513 1.219 -9.390 0.373
H -2.954 -0.786 -9.248 0.367
H -3.955 -1.431 -7.104 0.403
H 0.601 -4.805 -3.523 0.454
H 2.802 -5.866 -3.298 0.354
H 4.719 -4.547 -2.461 0.414
H 4.427 -2.178 -1.860 0.372
C 4.852 -3.427 2.069 -0.988
N 3.724 -3.850 1.271 0.371
C 3.237 -5.196 1.491 -0.784
C 1.876 -5.170 0.813 -0.432
N 1.501 -3.783 0.983 0.349
C 0.269 -3.365 0.368 -0.236
C 2.654 -3.008 0.948 -1.486
N 2.618 -1.777 0.649 1.608
C 3.764 -0.893 0.640 -1.410
C 3.737 0.030 1.878 -1.288
N 2.369 0.080 2.320 1.329
C 1.992 0.325 3.499 -1.505
N 0.713 -0.139 3.880 0.879
C 0.730 -1.591 3.992 -1.203
C 0.354 0.577 5.091 -0.811
C 1.692 1.016 5.703 -0.741
N 2.607 0.906 4.589 0.406
C 3.809 1.693 4.603 -1.049
H 5.183 -4.254 2.700 0.464
H 4.585 -2.590 2.720 0.206
H 5.691 -3.137 1.430 0.270
H 3.127 -5.408 2.567 0.434
H 3.918 -5.932 1.055 0.390
H 1.146 -5.831 1.286 0.386
H 1.961 -5.432 -0.252 0.145
H -0.549 -3.941 0.806 0.480
H 0.280 -3.522 -0.715 -0.014
H 0.116 -2.299 0.563 -0.227
H 3.646 -0.264 -0.246 0.389
H 4.726 -1.408 0.567 0.394
H 4.132 1.008 1.584 0.334
H 4.372 -0.377 2.684 0.473
H 1.416 -1.940 4.781 0.346
H 1.046 -2.001 3.034 0.206
H -0.274 -1.939 4.219 0.396
H -0.233 -0.045 5.765 0.602
H -0.246 1.443 4.795 0.132
H 2.007 0.361 6.527 0.349
H 1.654 2.041 6.083 0.364
H 3.619 2.663 5.072 0.411
H 4.151 1.871 3.590 0.345
H 4.597 1.183 5.173 0.278
Cl 2.683 2.122 -0.709 -0.591
C -3.533 4.598 1.240 -1.470
Si -3.065 3.277 -0.098 0.782
C -2.763 4.241 -1.721 -1.169
C -4.765 2.423 -0.392 -1.158
Si -1.176 1.946 0.869 0.510
Si -2.726 0.508 2.101 0.506
C -4.015 1.532 3.106 -1.138
C -3.501 -0.478 0.638 -0.681
C -2.562 -0.980 3.329 -1.233
Si 0.133 3.872 1.646 0.690
C 1.782 3.472 2.531 -0.129
C 0.596 4.804 0.039 -0.939
C -0.545 5.236 2.835 -1.435
H -4.610 4.673 1.367 0.444
H -3.171 5.585 0.971 0.421
H -3.110 4.348 2.206 0.295
H -3.676 4.366 -2.297 0.386
H -2.066 3.694 -2.348 0.228
H -2.343 5.228 -1.547 0.481
H -5.528 3.162 -0.629 0.466
H -5.108 1.869 0.474 0.305
H -4.721 1.734 -1.227 0.231
H -4.462 2.321 2.517 0.242
H -3.526 2.005 3.954 0.245
H -4.820 0.919 3.504 0.420
H -3.406 0.058 -0.300 -0.210
H -4.555 -0.705 0.778 0.422
H -2.980 -1.425 0.514 0.294
H -3.549 -1.399 3.528 0.647
H -1.957 -1.772 2.900 0.117
H -2.135 -0.691 4.283 0.275
H 2.336 2.737 1.963 -0.385
H 1.613 3.087 3.531 -0.067
H 2.409 4.357 2.618 0.570
H 1.481 4.346 -0.391 0.303
H 0.805 5.862 0.183 0.378
H -0.198 4.722 -0.697 0.066
H -1.025 4.805 3.709 0.341
H -1.270 5.867 2.336 0.358
H 0.256 5.881 3.189 0.413

=====

3.
113
Properties=species:S:1:pos:R:3:lowdin_spin:R:1 method="wB97M-V/def2-TZVPD" gap_ev="5.525 / 2.799" total_charge=+1 multiplicity=2 e_homo_ev="-9.338 / -9.333" max_force_ev_per_a=4.425 de_lowest_kcal_mol=0.0
Pb -0.105 -0.621 0.063 0.001
C -3.347 -0.876 -2.456 0.000
C -3.451 -0.471 -0.989 0.000
C -3.678 -1.719 -0.136 0.001
C -4.620 0.492 -0.816 0.000
O -2.210 0.206 -0.567 -0.001
Ge -2.043 2.065 -0.714 0.000
O -0.884 2.095 -2.074 0.000
C -1.002 2.893 -3.268 0.000
C -1.055 4.370 -2.897 0.000
C 0.256 2.611 -4.087 0.000
C -2.248 2.500 -4.049 0.000
O -0.799 1.999 0.612 0.000
C -0.599 3.159 1.480 0.000
C 0.585 2.841 2.384 0.000
C -1.837 3.420 2.335 0.000
C -0.324 4.402 0.642 0.000
H -4.307 -1.269 -2.785 0.000
H -2.594 -1.651 -2.604 0.000
H -3.100 -0.008 -3.078 0.000
H -4.194 -2.474 -0.724 0.000
H -4.283 -1.522 0.746 0.000
H -2.731 -2.149 0.184 0.000
H -5.545 -0.039 -1.024 0.000
H -4.555 1.341 -1.516 0.000
H -4.668 0.880 0.208 0.000
H -0.183 4.642 -2.302 0.000
H -1.960 4.592 -2.315 0.000
H -1.070 4.991 -3.790 0.000
H 1.145 2.921 -3.538 0.000
H 0.217 3.161 -5.025 0.000
H 0.342 1.548 -4.313 0.000
H -3.149 2.633 -3.435 0.000
H -2.191 1.460 -4.370 0.000
H -2.354 3.120 -4.937 0.000
H 0.439 1.872 2.862 0.000
H 0.671 3.602 3.158 0.000
H 1.518 2.813 1.816 0.000
H -1.980 2.649 3.084 0.000
H -2.744 3.480 1.718 0.000
H -1.720 4.372 2.851 0.000
H 0.485 4.239 -0.077 0.000
H -0.043 5.229 1.292 0.000
H -1.222 4.708 0.088 0.000
C 3.203 0.408 2.078 0.000
O 1.949 -0.224 1.787 0.000
Si 1.509 -1.548 2.706 0.000
C 1.792 -1.140 4.506 0.000
C 2.762 -2.894 2.394 0.000
C -0.285 -1.845 2.059 0.001
Si -1.722 -1.174 3.235 0.000
C -2.919 -2.499 3.794 0.000
C -1.158 -0.446 4.866 0.000
C -2.773 0.186 2.507 0.000
Si -0.439 -3.763 1.706 0.002
C -0.180 -4.465 3.449 0.001
C 0.877 -4.477 0.568 0.001
C -2.042 -4.494 1.072 0.007
H 3.268 0.640 3.143 0.000
H 3.268 1.335 1.511 0.000
H 4.032 -0.242 1.799 0.000
H 2.870 -1.213 4.674 0.000
H 1.325 -1.853 5.180 0.000
H 1.477 -0.141 4.792 0.000
H 3.670 -2.607 2.931 0.000
H 3.021 -3.023 1.344 0.000
H 2.453 -3.858 2.793 0.000
H -2.480 -3.182 4.519 0.000
H -3.387 -3.080 3.009 0.000
H -3.719 -1.955 4.308 0.000
H -0.622 -1.133 5.510 0.000
H -2.094 -0.194 5.375 0.000
H -0.583 0.475 4.776 0.000
H -3.590 -0.198 1.907 0.000
H -2.220 0.896 1.911 0.000
H -3.215 0.720 3.353 0.000
H 0.194 -3.738 4.176 0.000
H 0.535 -5.289 3.415 0.000
H -1.118 -4.859 3.840 0.000
H 1.658 -4.989 1.132 0.000
H 1.357 -3.756 -0.091 0.000
H 0.395 -5.218 -0.072 0.001
H -2.932 -4.256 1.647 0.000
H -1.895 -5.575 1.142 0.001
H -2.247 -4.269 0.028 0.006
Se -1.424 -4.903 -2.774 0.639
C -0.929 -3.476 -1.854 0.049
N -0.641 -2.547 -1.165 0.167
C -0.580 -2.787 -5.568 0.051
C -1.132 -1.698 -4.920 0.004
C -0.418 -1.045 -3.926 0.009
C 0.855 -1.476 -3.585 0.016
C 1.420 -2.550 -4.270 -0.002
C 0.693 -3.213 -5.243 0.036
C 1.669 -0.704 -2.636 0.000
C 1.475 -0.120 -1.451 0.008
C 2.518 0.821 -0.955 0.001
C 3.852 0.417 -0.907 0.000
C 4.853 1.336 -0.630 0.000
C 4.533 2.668 -0.389 0.000
C 3.207 3.074 -0.428 0.000
C 2.204 2.158 -0.711 0.000
H -1.136 -3.294 -6.343 0.000
H -2.127 -1.358 -5.188 0.000
H -0.825 -0.179 -3.417 0.000
H 2.425 -2.874 -4.026 0.000
H 1.130 -4.053 -5.763 0.000
H 2.653 -0.465 -3.046 0.001
H 4.102 -0.620 -1.090 0.000
H 5.886 1.014 -0.604 0.000
H 5.315 3.384 -0.175 0.000
H 2.955 4.115 -0.255 0.000
H 1.169 2.460 -0.785 0.000

=====

4.
127
Properties=species:S:1:pos:R:3:mulliken_charge:R:1 method="wB97M-V/def2-TZVPD" gap_ev=3.425 total_charge=-1 e_homo_ev=-2.115 max_force_ev_per_a=4.646
C -14.362 -1.314 -5.353 -0.843
C -13.239 -2.373 -5.830 0.590
O -13.514 -3.075 -6.836 -0.524
O -12.035 -2.457 -5.080 -0.290
C -10.884 -1.989 -5.859 -0.653
C -9.896 -3.264 -6.112 -0.336
C -9.698 -3.976 -4.688 -0.521
C -8.307 -4.747 -4.503 -0.744
C -8.288 -5.345 -2.979 -0.415
C -7.275 -4.536 -2.035 -0.767
N -5.840 -4.846 -2.247 -0.630
C -5.188 -5.322 -1.010 -0.248
C -4.834 -4.184 0.062 0.452
C -3.492 -4.350 0.863 -0.598
C -3.036 -3.286 1.887 -0.425
C -3.876 -1.993 2.194 -0.657
C -5.238 -1.835 1.430 0.545
C -6.231 -0.587 1.673 -0.918
C -5.676 -2.932 0.394 -0.049
H -15.336 -1.877 -5.099 0.279
H -13.976 -0.700 -4.454 0.253
H -14.518 -0.583 -6.212 0.270
H -10.273 -1.251 -5.213 0.361
H -11.194 -1.517 -6.850 0.381
H -8.944 -2.820 -6.563 0.323
H -10.423 -3.911 -6.897 0.249
H -10.552 -4.707 -4.494 0.235
H -9.797 -3.153 -3.880 0.232
H -7.386 -4.049 -4.545 0.320
H -8.160 -5.647 -5.188 0.309
H -9.356 -5.245 -2.542 0.282
H -8.066 -6.479 -3.024 0.328
H -7.605 -4.708 -0.935 0.429
H -7.402 -3.394 -2.227 0.038
H -4.176 -5.784 -1.338 0.049
H -5.765 -6.187 -0.504 0.196
H -2.807 -5.260 0.720 0.238
H -2.062 -3.405 2.477 0.260
H -3.527 -1.203 2.945 0.305
H -5.685 0.402 1.820 0.165
H -6.932 -0.544 0.772 0.297
H -6.900 -0.799 2.589 0.236
H -6.673 -2.755 -0.120 0.050
C -3.523 5.076 3.107 -0.660
O -2.525 4.782 2.131 -0.334
C -2.742 3.645 1.446 0.854
O -3.674 2.896 1.595 -0.542
O -1.738 3.489 0.568 -0.306
C -1.838 2.312 -0.235 -0.658
H -3.246 6.011 3.596 0.225
H -4.498 5.208 2.633 0.299
H -3.564 4.289 3.864 0.296
H -2.746 2.335 -0.841 0.298
H -1.814 1.415 0.389 0.297
H -0.977 2.290 -0.904 0.224
C -3.393 -7.821 -4.072 -0.672
O -2.962 -8.574 -2.937 -0.319
C -1.706 -9.032 -3.024 0.822
O -0.948 -8.862 -3.951 -0.629
O -1.432 -9.716 -1.899 -0.318
C -0.117 -10.265 -1.856 -0.584
H -4.420 -7.501 -3.892 0.188
H -2.774 -6.932 -4.202 0.308
H -3.376 -8.440 -4.973 0.348
H 0.634 -9.472 -1.898 0.266
H 0.030 -10.979 -2.668 0.285
H -0.007 -10.792 -0.908 0.215
C 0.580 2.249 2.751 -0.595
O 1.326 1.233 3.422 -0.413
C 2.203 0.583 2.637 0.764
O 2.393 0.789 1.464 -0.548
O 2.831 -0.338 3.388 -0.291
C 3.798 -1.110 2.680 -0.680
H -0.093 2.705 3.478 0.286
H 1.246 3.024 2.364 0.356
H -0.020 1.819 1.947 0.188
H 4.592 -0.469 2.289 0.304
H 3.325 -1.674 1.873 0.297
H 4.240 -1.818 3.382 0.223
C 3.357 2.260 5.519 -0.439
O 3.556 3.506 4.851 -0.177
C 4.199 4.429 5.584 0.697
O 4.600 4.285 6.713 -0.542
O 4.318 5.543 4.840 -0.304
C 4.987 6.617 5.497 -0.641
H 2.831 1.594 4.835 0.063
H 4.315 1.802 5.776 0.319
H 2.741 2.395 6.411 0.311
H 6.011 6.335 5.753 0.306
H 4.437 6.927 6.388 0.310
H 5.026 7.460 4.806 0.195
C 7.076 7.221 1.495 -0.573
O 8.048 8.245 1.288 -0.310
C 8.586 8.731 2.419 0.787
O 8.316 8.378 3.541 -0.539
O 9.477 9.678 2.082 -0.309
C 10.132 10.287 3.194 -0.593
H 6.711 6.905 0.517 0.235
H 7.524 6.358 1.992 0.280
H 6.231 7.603 2.072 0.246
H 10.703 9.546 3.758 0.279
H 9.409 10.791 3.839 0.313
H 10.826 11.033 2.806 0.181
C 14.447 12.445 6.596 -0.632
O 13.762 12.262 5.358 -0.296
C 14.546 11.844 4.351 0.743
O 15.730 11.625 4.418 -0.534
O 13.780 11.713 3.255 -0.242
C 14.486 11.272 2.096 -0.686
H 13.719 12.782 7.334 0.219
H 14.879 11.503 6.941 0.294
H 15.220 13.211 6.498 0.291
H 14.918 10.282 2.261 0.330
H 15.260 11.990 1.819 0.307
H 13.770 11.202 1.276 0.212
C 1.820 -7.826 -5.163 -0.423
O 2.653 -8.801 -4.534 -0.195
C 3.953 -8.700 -4.846 0.725
O 4.446 -7.883 -5.585 -0.545
O 4.616 -9.671 -4.191 -0.311
C 6.021 -9.684 -4.430 -0.636
H 0.794 -8.004 -4.838 0.043
H 2.109 -6.817 -4.857 0.314
H 1.861 -7.926 -6.250 0.295
H 6.477 -8.750 -4.096 0.288
H 6.230 -9.859 -5.488 0.285
H 6.450 -10.504 -3.854 0.217